# C42H71BCl21F16N2O4S

A cluster of 11 separate species, C42H71BCl21F16N2O4S in total at a distorted geometry (the ωB97M-V functional and the def2-TZVPD basis, the Open Molecules 2025 dataset).

Summary:
Strongest force on any atom: 5.0 eV/A
Kohn-Sham gap: 8.33 eV
Charge: +1
HOMO level: -11.301 eV

Geometry (Å):
C -2.77246 -5.22975 10.36836
Cl 7.53144 3.39746 -3.12299
H 6.50609 4.31454 -1.22714
H 1.53819 2.17661 -1.01074
H -2.65501 -9.76349 15.02532
C -0.18049 -8.73373 -5.80484
H -0.82656 7.20256 -0.09228
C -3.69252 -6.15131 -7.74194
C -0.33281 0.21861 -4.65277
H -2.76868 -8.49609 12.82906
C 2.45363 -3.31915 8.68943
H 2.03161 -3.28046 10.81240
H -3.58868 1.51316 -5.37566
H -5.03108 2.41757 -1.46242
C -2.53932 -1.68353 -1.49713
Cl -3.39629 -11.27016 13.39141
H -2.53717 5.71846 -0.71333
C -7.47950 0.81021 -6.14374
F 5.56746 6.40195 2.22217
H 1.86697 2.09567 -4.95118
F 1.63281 1.35435 1.63861
H 3.54119 -3.32536 8.77151
H 2.28939 -1.69523 10.07758
H -1.24932 -8.27892 13.70264
Cl -0.08083 -10.75853 6.78704
C 0.49060 -9.08222 6.97498
N 1.59374 3.06648 -5.13348
Cl -2.15338 -6.27933 -8.63047
C -0.75581 -8.04946 -4.58531
H 7.91885 6.25938 -0.82011
N 0.34377 3.06039 -3.08996
Cl 5.63914 8.89606 -4.63926
H -8.72541 -0.93077 -6.18079
O -2.40752 -0.75164 -2.49532
Cl 9.79506 5.74785 -2.12493
C -1.26912 5.31752 -2.43993
C -2.21017 -10.15164 14.10814
Cl -5.95136 1.39549 -5.43641
H 8.13210 3.72945 -0.86553
H -5.36904 -4.83401 -7.52013
C -3.07432 -0.54805 -5.42067
F 4.43537 5.53536 0.38853
H 1.57941 -9.12292 7.02737
F 3.79735 7.68329 2.79439
F 2.04231 3.48071 3.43940
Cl -3.48581 -3.46568 -7.22223
H 0.21348 -8.52771 6.07875
Cl 4.06964 0.90641 6.44409
C -3.93609 2.15223 -1.36956
C 3.47342 5.21981 2.77559
H -0.39961 7.53280 -1.80144
H -0.27564 5.37517 -1.89230
F 1.87341 4.39489 -0.04084
Cl -5.05326 -4.49464 9.04396
F -3.52282 -1.33964 -0.59477
H 1.81320 -0.96555 4.19511
C 1.85080 -2.68124 9.92054
Cl -0.94893 -9.54628 11.75493
H 2.72293 1.26345 4.56071
H -0.48797 0.08412 -2.00824
Cl -1.80881 -8.13258 8.11762
Cl 0.09029 -2.44452 9.76096
H -7.65084 -0.86208 -4.78083
H 1.82665 0.13268 -7.23121
H -0.55402 -8.61384 -3.67550
H 7.59535 8.08427 -3.59972
C -3.39227 -1.69943 -5.38663
O 1.70049 0.00747 -6.27228
Cl -2.51882 -7.82099 -4.71352
H 0.90879 -8.73560 -5.74669
H -0.47173 -8.22496 -6.72393
H -7.45070 1.00261 -7.21568
H -3.46964 -2.83579 -5.42810
F 3.28219 5.79196 4.01499
H -0.59978 2.53771 -6.31417
C -0.94070 2.71963 -5.25380
H 9.07329 7.98503 -5.65834
O -0.45526 -0.46919 -7.24900
H 0.13049 -9.03586 9.10867
C -1.27813 7.46769 -1.09203
C -1.87202 -9.00640 13.18063
H -3.48628 -6.32051 -6.68599
H -0.28293 0.21774 -7.91974
H 0.41658 -7.45628 8.37214
H -2.61165 -5.96484 9.57943
C -1.58175 0.36402 -2.07229
C -0.66706 2.83468 -0.84900
H -3.98542 1.01803 -3.19973
H 2.18523 -2.77676 7.78394
H -2.31611 1.10665 -6.52501
Cl 7.46878 6.29053 -5.87702
H 0.93753 3.78448 -2.64275
C 2.09598 3.63610 1.10015
Cl 1.94076 -5.01343 8.49044
H -3.90484 1.22742 -0.73560
C -3.40031 1.91135 -2.82529
C -0.97606 2.91029 -2.40397
H 0.55606 0.40793 -3.96699
H -0.51961 3.85474 -0.38089
H 1.64767 -0.59453 5.91404
H 0.46495 0.91271 -0.31301
H -3.74792 2.74529 -3.50102
H 1.60406 3.22196 -6.14130
C -3.54081 -4.03017 9.86343
H -2.93830 -3.48863 9.13287
C 0.61647 2.02415 -0.39532
C 2.13519 4.46192 2.44243
F 4.53102 4.36471 2.97321
Cl 3.25722 -2.26955 5.50015
H -1.78844 8.45992 -1.06417
C -2.23109 6.29441 -1.62502
H -1.79776 -4.91373 10.74261
F -2.95536 -2.84946 -2.07730
C 0.98242 2.47110 1.08865
B 0.29430 -0.07432 -6.09607
C -7.72503 -0.65195 -5.84750
C 8.05552 5.70528 -1.75027
C 7.40123 8.66053 -4.50277
H -1.07235 5.80793 -3.44292
F 0.99789 5.20996 2.65053
Cl -0.69487 -10.43385 -5.92654
C 2.36707 -0.77487 5.11521
H -0.31558 -7.05763 -4.47576
C -0.05632 -8.42863 8.22367
H -8.27788 1.41327 -5.71020
H -4.48765 -4.60662 -9.03386
F 3.28855 2.95914 0.88314
F 4.63781 7.77579 0.69254
Cl -2.32333 3.89844 -5.57962
H 0.93361 2.20917 -3.04262
C 0.28867 3.39618 -4.54262
C 7.98470 7.99010 -5.72561
H -1.51985 2.41555 -0.24607
F 2.57512 6.91819 1.02108
Cl -6.58238 -1.72208 -6.70098
H 0.18475 4.51305 -4.64887
H 7.84332 9.64935 -4.37742
C 7.53689 4.29275 -1.58364
H 7.70296 8.51060 -6.64039
F -1.35515 -1.90954 -0.83605
O -1.84603 4.01996 -2.53156
C 3.29115 0.40568 4.92244
Cl -3.60506 -6.04212 11.71933
H -3.46619 3.03986 -0.86097
H -1.88159 0.52167 -1.00094
H 7.52711 6.23543 -2.54203
S 4.04435 6.56701 1.60654
H 4.07493 0.18708 4.19735
C -2.64606 0.92136 -5.45644
H -1.32331 -10.72528 14.37642
H -0.71112 -0.79111 -4.30153
F -0.13872 2.78413 1.81472
C -1.82202 1.65621 -2.97598
C -4.37606 -4.82225 -7.97137
C -1.43909 1.35465 -4.54563
H -4.33127 -6.96078 -8.09740
H -3.79147 -3.34497 10.67300
H -3.08099 6.67214 -2.24007